(1)
Entry from the Open Molecules 2025 dataset: the molecule C5H4 (ωB97M-V/def2-TZVPD).

XYZ file:
```
9
Properties=species:S:1:pos:R:3:forces:R:3:mulliken_charge:R:1
C -2.36496 -0.55094 0.05782 0.525 1.426 -1.274 -0.036
C -1.31972 0.08299 -0.09112 -0.385 -1.044 0.421 -0.358
C 0.02630 0.81090 0.01644 -0.301 0.588 0.998 -0.494
C 1.30164 0.01120 -0.02749 -3.851 1.722 -0.395 -0.390
C 2.34692 -0.52106 -0.01187 4.196 -1.976 0.227 0.088
H -3.41787 -0.89905 -0.11521 1.861 0.330 0.560 0.345
H -0.00138 1.16537 1.11964 0.072 0.058 -1.879 0.210
H 0.11925 1.72212 -0.71815 -0.408 -1.792 1.516 0.271
H 3.35896 -0.98698 0.05105 -1.710 0.690 -0.173 0.364
```
Positions in Å, forces in eV/Å.

## Properties
E_HOMO in Eh: -0.3678
Spin multiplicity: 1
LUMO level in eV: 0.937
Energy above the lowest of the compared OMol25 structures with the same formula, charge and spin in kcal per mole: 24.6
SMILES: C#CCC#C
Frontier orbital gap in eV: 10.9
E_tot in eV: -5245.127

***

(2)
Entry from the Open Molecules 2025 dataset: the ion C3H6ClN2O2 with charge +1 (ωB97M-V/def2-TZVPD).

XYZ file:
```
14
Properties=species:S:1:pos:R:3:forces:R:3:mulliken_spin:R:1
C 0.32128 -0.72444 -0.05197 -0.124 1.014 -0.058 0.316
C -2.06996 -1.27956 -0.10310 -0.735 -0.374 -1.087 -0.008
C 0.31993 0.70480 -0.03734 1.592 -1.789 -0.842 0.247
N -2.49221 0.03268 0.17430 0.924 1.364 0.392 0.785
N 1.42180 1.42121 -0.19584 0.516 1.654 0.123 0.316
O 1.48470 -1.32003 -0.15400 1.053 -0.001 0.630 0.033
O -0.66502 -1.57673 0.01147 1.160 1.341 1.304 0.112
Cl -4.10214 0.41306 0.18684 0.549 -0.873 -0.158 0.164
H -2.48182 -1.96273 0.63690 -0.570 -0.548 -0.683 0.026
H -2.05758 -1.47506 -1.19515 -1.786 -0.396 0.391 0.045
H -0.54011 1.23407 -0.10827 -2.711 1.222 0.457 -0.016
H 2.27792 0.98605 -0.48391 0.458 -0.221 0.246 -0.009
H 1.44715 2.48356 -0.12565 -0.392 -2.169 -0.221 -0.017
H 1.60385 -1.94851 0.58318 0.066 -0.225 -0.494 0.008
```
Positions in Å, forces in eV/Å.

## Properties
E_HOMO (spin up / spin down) in Eh: -0.4791 / -0.5190
Spin multiplicity: 3
LUMO level (spin up / spin down) in eV: -3.124 / -6.059
Energy above the lowest of the compared OMol25 structures with the same formula, charge and spin in kcal per mole: 0.0
Net charge: +1
Frontier orbital gap (spin up / spin down) in eV: 9.9 / 8.1
E_tot in eV: -22794.730

***

(3)
Entry from the Open Molecules 2025 dataset: a structure of composition C31H44BFI2N6NdOS2 (ωB97M-V/def2-TZVPD).

XYZ file:
```
89
Properties=species:S:1:pos:R:3:forces:R:3:mulliken_spin:R:1
Nd 0.27914 0.13899 -0.04061 0.420 0.184 0.247 3.046
C -1.00561 -3.06038 3.61976 -0.209 0.102 -0.005 0.000
C -2.15201 -2.11453 3.25225 0.193 0.119 0.158 0.000
C -1.91064 -0.73161 3.84373 -0.091 -0.127 -0.039 -0.001
C -2.41479 -2.06845 1.77522 -0.457 -0.166 0.016 0.002
C -3.54291 -2.68869 1.22086 0.178 0.070 -0.113 0.000
C -3.43938 -2.47025 -0.12666 -0.045 -0.022 0.119 0.000
N -2.32133 -1.76228 -0.35305 -0.381 -0.514 -0.371 -0.001
N -1.69029 -1.49808 0.80856 0.510 0.282 0.292 0.000
B -1.91808 -1.36206 -1.77820 -0.004 0.125 0.034 -0.002
N -2.21544 0.12564 -2.02796 -0.410 -0.062 -0.525 -0.003
C -2.95136 0.57654 -3.05730 0.063 0.112 0.133 0.001
C -3.05318 1.93938 -2.95219 0.117 -0.119 0.086 0.000
C -2.32451 2.26655 -1.80201 -0.294 0.029 -0.199 -0.002
N -1.81864 1.15921 -1.25093 -0.061 0.212 0.290 0.002
C -2.15316 3.66366 -1.29333 0.201 0.043 0.163 0.001
C -1.95837 3.68370 0.21326 -0.113 -0.064 -0.327 0.000
C -0.99475 4.35222 -2.02010 -0.188 0.002 0.044 -0.001
N -0.45216 -1.69974 -2.16720 -0.296 -0.310 -0.432 -0.005
C -0.12751 -1.87695 -3.45783 0.404 -0.022 0.059 -0.001
C 1.14987 -2.37581 -3.52209 -0.364 0.102 0.090 0.000
C 1.55950 -2.48886 -2.18675 -0.060 0.178 -0.248 -0.001
N 0.58673 -2.05851 -1.37664 0.466 -0.276 0.628 0.004
C 2.83483 -3.17759 -1.79008 0.054 -0.066 0.278 0.000
C 2.64842 -4.66980 -2.09340 0.132 0.070 -0.147 0.000
C 3.25105 -3.01051 -0.33742 0.021 0.296 -0.241 0.001
H -1.11147 -3.38724 4.65367 0.043 -0.009 0.099 0.000
H -1.00583 -3.93862 2.97729 0.052 -0.117 -0.024 0.000
H -0.05845 -2.54285 3.51415 0.034 -0.096 0.038 0.000
H -3.07156 -2.52203 3.69414 0.083 0.075 -0.148 0.000
H -1.03541 -0.28849 3.37742 0.110 0.091 0.021 0.000
H -2.77256 -0.08877 3.67386 -0.026 0.134 -0.028 0.000
H -1.74160 -0.80808 4.91676 0.057 0.025 0.115 0.000
H -4.30924 -3.22600 1.74128 -0.146 -0.088 0.127 0.000
H -4.09972 -2.75743 -0.91980 0.027 -0.035 -0.263 0.000
H -2.61466 -1.99105 -2.52305 -0.141 0.074 -0.062 0.000
H -3.35977 -0.09311 -3.78618 -0.060 -0.247 -0.097 0.000
H -3.56542 2.61514 -3.60672 -0.109 0.136 -0.109 0.000
H -3.07544 4.21320 -1.52968 0.067 -0.166 -0.027 0.000
H -1.04739 3.14280 0.46692 -0.129 0.209 0.061 0.000
H -1.86988 4.70703 0.56507 0.106 0.072 0.102 0.000
H -2.80894 3.20661 0.69563 -0.047 -0.121 0.137 0.000
H -0.08121 3.77003 -1.92163 0.067 -0.004 -0.016 0.000
H -1.22006 4.45630 -3.07972 0.035 -0.026 -0.144 0.000
H -0.82742 5.33570 -1.59057 0.078 0.137 0.013 0.000
H -0.80785 -1.61331 -4.24126 -0.215 0.029 -0.133 0.000
H 1.71705 -2.61076 -4.40084 0.092 -0.075 -0.148 0.000
H 3.63501 -2.79691 -2.43751 -0.122 0.060 0.030 0.000
H 1.79097 -5.05603 -1.54471 -0.061 -0.044 0.071 0.000
H 2.47424 -4.83189 -3.15447 -0.057 -0.079 -0.101 0.000
H 3.53293 -5.23248 -1.80031 0.099 -0.070 0.047 0.000
H 2.54193 -3.50975 0.31146 -0.090 -0.074 0.130 0.000
H 4.23476 -3.44840 -0.17279 0.061 -0.094 -0.012 0.000
H 3.30151 -1.96091 -0.05064 -0.039 -0.071 0.077 -0.001
C 2.79760 1.15831 -4.69836 0.029 0.040 -0.066 -0.001
C 2.50456 0.99616 -3.22644 -0.106 0.042 0.226 -0.001
S 0.84067 1.16047 -2.77815 -0.194 -0.233 0.068 -0.009
C 3.49758 0.78495 -2.34085 -0.035 -0.195 0.099 0.000
C 4.95202 0.61734 -2.67168 -0.050 0.020 -0.005 -0.001
S 3.18184 0.61936 -0.61227 0.020 -0.911 -0.433 -0.005
H 1.87060 1.33441 -5.24330 0.075 -0.029 0.034 0.001
H 3.27123 0.25685 -5.09807 0.017 0.058 -0.045 0.000
H 3.46360 2.00809 -4.87238 0.033 -0.053 -0.051 0.000
H 5.16364 0.88085 -3.70500 0.043 -0.007 -0.092 0.000
H 5.25704 -0.42138 -2.50853 0.142 0.020 -0.027 0.000
H 5.55920 1.24701 -2.01921 0.097 -0.012 -0.034 0.000
C -1.94210 2.86903 3.42580 -0.184 -0.298 -0.373 0.000
C -0.57181 2.44085 2.98534 -0.086 -0.093 -0.197 0.000
C 0.54716 3.01660 3.78542 0.378 -0.174 -0.138 0.000
O -0.39951 1.67045 2.05354 -0.064 0.078 0.188 -0.009
H -2.04320 3.93715 3.23355 0.035 0.090 0.009 0.000
H -2.05030 2.70554 4.49511 0.013 0.012 0.165 0.000
H -2.71183 2.32765 2.88089 -0.003 0.002 0.017 0.000
H 0.22078 3.88289 4.34793 -0.013 0.114 0.097 0.000
H 1.37308 3.29400 3.13599 0.028 0.022 -0.071 0.000
H 0.90661 2.24460 4.46717 -0.009 -0.110 0.113 0.000
I 2.13134 2.71037 -0.04929 0.448 1.064 0.495 -0.002
I 1.21705 5.40176 0.95123 -0.183 0.709 0.288 0.000
F 4.29553 -2.02857 4.94303 -0.210 0.106 -0.243 0.000
C 3.44263 -1.56861 3.97331 0.003 -0.091 0.009 0.001
C 3.37445 -0.21806 3.70940 0.134 -0.085 0.185 -0.001
C 2.51518 0.22226 2.71348 -0.301 0.082 -0.243 0.010
C 1.66933 -0.61424 1.95533 0.353 -0.346 0.312 -0.043
C 1.80071 -1.97823 2.29764 -0.133 0.466 -0.395 0.018
C 2.67062 -2.46554 3.26582 0.142 -0.054 0.180 0.000
H 3.98861 0.47809 4.26243 0.106 0.026 0.061 0.000
H 2.53676 1.28819 2.50998 -0.083 0.018 0.017 0.002
H 1.20504 -2.71197 1.75868 0.015 0.023 0.037 0.001
H 2.75744 -3.52445 3.46538 -0.013 -0.105 0.069 0.000
```
Positions in Å, forces in eV/Å.

## Properties
E_HOMO (spin up / spin down) in Eh: -0.1510 / -0.1514
Spin multiplicity: 4
LUMO level (spin up / spin down) in eV: 2.284 / 2.284
Net charge: -1
Frontier orbital gap (spin up / spin down) in eV: 6.4 / 6.4
E_tot in eV: -100399.360